{
  "formula": "C2H6N4",
  "method": "ωB97M-V with the def2-TZVPD basis set",
  "e_above_lowest_kcal_mol": 71.35,
  "total_charge": 2,
  "lumo_energy_ev": -11.276,
  "symbols": ["H", "C", "N", "H", "H", "H", "N", "H", "H", "N", "C", "N"],
  "coordinates": [[-2.2121, 0.0974, 1.2825], [-0.0072, -0.1651, -0.7118], [-1.4550, -0.2164, 0.7930], [-1.9732, -0.8035, -1.2165], [0.5727, -0.4836, -2.5043], [0.5885, 0.8498, 2.5232], [0.9316, 0.5008, 1.6345], [2.0984, -0.1795, -1.5960], [1.7994, 0.8241, 1.2700], [0.9566, -0.2309, -1.6061], [0.0477, 0.1328, 0.8120], [-1.3474, -0.3259, -0.6804]],
  "lowdin_charge": [0.129, -0.146, 0.218, 0.156, 0.155, 0.198, 0.356, 0.278, 0.175, 0.278, -0.001, 0.204]
}

***

{
  "formula": "C46H42HfN8Si",
  "method": "ωB97M-V with the def2-TZVPD basis set",
  "e_above_lowest_kcal_mol": 9.82,
  "total_charge": 2,
  "lumo_energy_ev": -5.778,
  "symbols": ["C", "H", "H", "C", "H", "H", "H", "Si", "C", "Hf", "C", "N", "C", "N", "C", "C", "N", "H", "C", "H", "C", "H", "C", "C", "C", "H", "C", "C", "C", "C", "H", "C", "N", "H", "C", "C", "H", "H", "C", "H", "H", "H", "H", "H", "C", "H", "C", "C", "H", "H", "C", "C", "C", "C", "C", "C", "H", "C", "H", "C", "C", "N", "C", "C", "H", "H", "C", "C", "H", "H", "H", "C", "H", "N", "N", "C", "C", "C", "H", "H", "H", "C", "H", "C", "H", "C", "H", "H", "H", "C", "H", "H", "H", "C", "C", "N", "H", "H"],
  "coordinates": [[3.1467, -4.1349, -2.4558], [-1.0587, 2.9937, -1.8893], [0.3063, 0.2156, 4.2161], [0.0617, -1.8092, 2.5797], [2.5042, -1.5006, 1.7206], [-2.0824, -0.6785, -5.8876], [-0.1828, -4.7788, -2.5118], [-1.2613, 1.4733, 2.6970], [-3.9638, 0.7042, 2.3082], [0.1818, -0.0113, -0.0975], [-3.7283, -2.0779, -1.5449], [-0.7095, -0.1908, -2.3080], [-5.1754, 0.1244, 2.6666], [3.4791, -7.8751, -5.4808], [2.6596, -6.0085, -3.8728], [-1.4025, 5.5851, 4.8656], [2.1152, 3.6660, -1.8348], [-2.1566, -1.5363, 1.8602], [-0.2927, 5.2316, 4.1064], [0.9431, 0.6534, -3.1907], [3.0233, 1.4567, -0.9465], [2.2949, -2.8559, 5.0075], [-4.3350, -2.6448, -0.4112], [1.7872, -3.9989, -2.1658], [0.9011, -2.0515, -0.5842], [0.6258, 5.0698, -2.5237], [2.2264, -0.7072, 2.4072], [-2.9369, -0.2214, 4.2677], [-2.4620, 4.7011, 5.0007], [-1.3140, 3.0861, 3.6041], [3.6683, -1.4321, 3.7820], [0.8308, 4.0905, -2.1263], [4.3569, 1.4695, -1.0662], [2.7268, 0.2062, 2.0938], [2.6417, -1.0629, 3.8309], [-2.8194, 0.5368, 3.0964], [0.6234, 3.7367, 2.8928], [-6.2038, -1.0989, 4.1026], [-1.8804, -0.8330, -2.5132], [1.5836, -3.3401, 2.6683], [-1.9500, 1.7907, 0.3734], [-6.0541, 0.2804, 2.0529], [-3.9221, 1.3114, 1.4087], [-4.1808, -2.8783, 1.7116], [-2.5780, -1.7141, 0.8940], [-3.3238, 4.9757, 5.5956], [-2.5452, -1.3635, -1.3674], [-4.1396, -0.8217, 4.6215], [-0.8149, -1.5542, 3.1730], [5.8662, -0.0123, -0.6329], [-0.4719, 0.0448, -4.6805], [-3.7541, -2.4683, 0.8072], [0.0133, 3.0552, -1.8120], [-2.4159, -1.0277, -3.7872], [1.3033, -5.8821, -3.5903], [0.8701, -4.8812, -2.7397], [-4.0679, -1.8562, -4.9335], [-0.2544, 3.9943, 3.4827], [3.8589, -3.4504, -2.0139], [1.7167, -2.1225, 4.4484], [4.8199, 0.2411, -0.6299], [2.5944, 0.3145, -0.4577], [2.0222, 2.4130, -1.3611], [0.3215, 0.5885, 3.1877], [1.1004, 1.3595, 3.1644], [-3.2560, 2.7814, 4.4898], [0.9166, -2.8084, 3.3518], [3.7215, -0.4654, -0.2677], [0.5979, -6.5703, -4.0357], [1.0311, -1.6624, 5.1644], [-1.4386, 6.5516, 5.3514], [-0.0176, 0.2020, -3.3716], [0.1377, 0.3927, -5.5027], [0.7787, 2.0077, -1.3397], [0.7538, -0.5035, 2.2434], [-2.4183, 3.4603, 4.3738], [-1.6861, -0.5507, -4.8870], [-4.2850, -2.2367, -2.8623], [4.6344, -5.2486, -3.5315], [0.2435, -3.5570, 3.7722], [2.9473, 4.2253, -1.9300], [-5.2609, -0.6479, 3.8190], [-2.0826, -0.3399, 4.9291], [3.1139, -7.0512, -4.7684], [-5.2534, -3.2096, -0.5209], [-3.6600, -1.7302, -3.9387], [3.6630, -1.4770, 0.0852], [2.6673, -0.1660, 4.4493], [-0.2573, -2.2845, 1.6570], [-0.9869, 1.6351, 0.8843], [0.5370, 5.9198, 4.0062], [-5.2120, -2.7867, -2.9658], [4.9330, 2.2167, -1.4183], [3.5832, -5.1359, -3.3043], [1.3240, -2.9523, -1.2916], [-1.9673, -1.1748, -0.1492], [-0.4254, 2.5722, 0.7647], [-4.2095, -1.4016, 5.5335]],
  "lowdin_charge": [-0.021, 0.127, 0.093, -0.196, 0.082, 0.137, 0.117, 0.571, -0.107, 1.705, -0.119, 0.014, -0.075, 0.181, -0.214, -0.069, 0.155, 0.071, -0.079, 0.106, -0.259, 0.118, 0.037, -0.248, -0.158, 0.135, -0.223, -0.101, -0.065, -0.243, 0.123, -0.015, 0.153, 0.107, -0.154, -0.294, 0.091, 0.112, -0.145, 0.121, 0.013, 0.112, 0.102, 0.126, -0.101, 0.111, -0.141, -0.062, 0.095, 0.135, -0.005, 0.004, -0.097, -0.120, -0.010, -0.018, 0.130, -0.110, 0.109, -0.169, -0.015, 0.020, -0.267, -0.211, 0.094, 0.100, -0.158, -0.109, 0.127, 0.110, 0.111, -0.104, 0.123, -0.042, -0.254, -0.076, 0.037, 0.010, 0.127, 0.128, 0.176, -0.070, 0.107, -0.165, 0.137, 0.006, 0.106, 0.112, 0.066, -0.369, 0.106, 0.131, 0.176, -0.011, -0.096, 0.044, 0.006, 0.112]
}

***

{
  "formula": "CH6N3O2",
  "method": "ωB97M-V with the def2-TZVPD basis set",
  "e_above_lowest_kcal_mol": 88.76,
  "total_charge": 1,
  "lumo_energy_ev": [-5.923, -5.925],
  "symbols": ["C", "N", "O", "H", "H", "H", "N", "H", "H", "O", "H", "N"],
  "coordinates": [[-0.1391, 1.4003, -0.4830], [0.6144, 0.8236, 0.4307], [0.3530, 1.1686, 1.6589], [0.1208, -2.5646, 0.0567], [0.9800, 0.8366, 2.3283], [0.7045, -1.2866, -1.2033], [-0.0128, -1.6050, -0.4866], [-0.9294, 2.0627, -0.1571], [-1.9493, -1.1435, -0.0360], [1.4732, -0.0092, 0.1567], [-0.1270, 1.2520, -1.6246], [-1.0884, -0.9348, -0.6407]],
  "lowdin_charge": [0.123, -0.436, 0.128, 0.234, 0.172, 0.170, 0.072, 0.108, 0.157, -0.004, 0.148, 0.127]
}

***

{
  "formula": "C5H15N3O2Sn",
  "method": "ωB97M-V with the def2-TZVPD basis set",
  "e_above_lowest_kcal_mol": 28.47,
  "total_charge": 2,
  "lumo_energy_ev": -10.260,
  "symbols": ["O", "C", "C", "H", "H", "H", "H", "H", "C", "H", "H", "H", "O", "C", "H", "H", "H", "H", "N", "H", "C", "H", "Sn", "N", "H", "N"],
  "coordinates": [[-1.3101, 19.4310, -10.3414], [-0.0026, 19.1939, -9.8168], [-1.2730, 20.3528, -15.9172], [-1.4607, 22.0657, -16.8816], [-4.8181, 17.5851, -12.3979], [-0.8615, 18.4344, -15.4093], [-1.5541, 17.3697, -10.6034], [0.4850, 20.1679, -9.7612], [-3.0918, 18.4582, -11.5537], [-3.7508, 19.2941, -11.2639], [-1.6749, 18.7147, -16.9765], [-2.7158, 18.2913, -13.5354], [-0.9275, 20.9101, -14.8409], [-3.9596, 17.2266, -11.8295], [-3.4285, 16.4320, -12.3545], [0.6538, 18.7524, -10.5795], [-2.6186, 17.8841, -9.5013], [-1.3811, 18.4230, -12.5820], [-1.6168, 21.0756, -16.9840], [0.0858, 18.6093, -8.9060], [-2.1342, 18.2893, -10.3972], [-2.0061, 20.7101, -17.8354], [-2.3985, 21.4891, -12.5130], [-1.3445, 19.0092, -16.0742], [-4.3328, 16.7827, -10.9066], [-2.3045, 18.8126, -12.7651]],
  "lowdin_charge": [-0.256, -0.057, -0.648, 0.133, 0.096, 0.116, 0.149, 0.099, -0.464, 0.106, 0.124, 0.094, -0.168, -0.019, 0.102, 0.099, 0.154, 0.105, 0.205, 0.112, -0.219, 0.133, 1.715, 0.190, 0.102, -0.004]
}

***

{
  "formula": "C4H12N2OSi",
  "method": "ωB97M-V with the def2-TZVPD basis set",
  "smiles": "CO[Si@]1(N)CCCN1",
  "e_above_lowest_kcal_mol": 12.36,
  "total_charge": 0,
  "lumo_energy_ev": 0.860,
  "symbols": ["H", "C", "H", "C", "C", "H", "Si", "H", "H", "H", "H", "H", "H", "N", "H", "N", "H", "C", "O", "H"],
  "coordinates": [[-1.9283, 0.2915, -2.1068], [-0.8425, 0.5102, -1.7537], [-1.9171, -1.4277, 1.7020], [0.3084, -0.5593, -1.8321], [1.6949, 1.4711, 1.5219], [-0.5788, 1.5034, -2.1278], [-0.1884, -0.2298, 0.8121], [-0.9584, -1.6231, 2.7401], [1.1040, -2.0679, -0.5434], [-0.6120, -2.1658, -0.7142], [-1.9233, 1.3795, -0.2216], [1.9049, 2.1100, 2.4639], [1.1271, 2.0934, 0.7937], [-1.2345, -0.9238, 2.1001], [0.1543, -1.1251, -2.7940], [-1.1322, 0.6217, -0.3006], [1.2170, -0.0131, -1.9613], [0.2268, -1.4954, -0.6608], [0.9276, 0.4129, 1.8107], [2.6506, 1.2373, 1.0716]],
  "lowdin_charge": [0.129, -0.249, -0.050, -0.261, -0.216, 0.092, 0.390, 0.010, 0.048, 0.067, 0.144, 0.113, 0.076, -0.017, 0.114, -0.132, 0.089, -0.201, -0.220, 0.073]
}

***

{
  "formula": "C34H38GeN5O7P2SY",
  "method": "ωB97M-V with the def2-TZVPD basis set",
  "s_squared": 0.754,
  "spin_multiplicity": 2,
  "e_above_lowest_kcal_mol": 23.28,
  "total_charge": 1,
  "lumo_energy_ev": [-2.988, -4.243],
  "symbols": ["H", "N", "C", "C", "C", "N", "H", "O", "H", "H", "C", "H", "H", "C", "C", "C", "Ge", "C", "C", "H", "H", "C", "C", "C", "H", "P", "C", "H", "H", "H", "Y", "C", "H", "H", "C", "H", "H", "H", "C", "H", "O", "N", "H", "C", "H", "O", "C", "C", "H", "C", "H", "H", "O", "H", "C", "C", "C", "H", "H", "H", "N", "P", "O", "C", "C", "C", "N", "H", "C", "H", "C", "H", "H", "H", "C", "H", "C", "C", "C", "H", "H", "O", "H", "O", "S", "C", "H", "C", "H"],
  "coordinates": [[-4.7934, -4.6037, 7.2652], [-1.5587, -2.0846, 5.2848], [-2.3663, -2.8063, 8.7806], [2.9323, -2.6881, -3.2439], [-1.6033, -2.0610, -2.8237], [-1.9645, -2.3284, 4.0634], [0.0050, -3.9071, 1.1783], [-1.7674, 1.1255, 0.1505], [3.7576, 4.3897, -2.7076], [-2.1949, 4.7975, 2.3418], [4.6814, 4.0205, 0.5283], [1.6668, -4.3140, 0.6678], [3.0292, 0.9582, 2.8856], [3.7019, -0.6192, 1.5837], [3.5588, 0.0138, 2.8149], [4.8695, -2.4271, 2.6768], [3.0594, 0.1550, -0.0749], [-3.9360, -3.9551, 7.3775], [4.4265, -0.4734, -2.5342], [0.5140, -3.6213, -0.4900], [4.4554, 2.2449, 1.6843], [4.3500, -1.8563, 1.5284], [3.3689, -0.8656, -1.7113], [3.9893, -2.2850, -4.0456], [-3.9571, -4.0439, 9.5182], [0.6461, 2.9974, 0.6109], [3.5140, 2.6077, -1.5478], [5.1321, -2.2305, 4.7929], [-1.1806, 5.2698, -0.2933], [-2.5915, 1.8115, 3.2569], [0.1616, 0.1478, 0.8129], [-3.3232, -3.4528, 6.2412], [-1.2482, 3.8099, -1.1034], [5.3830, -3.3768, 2.6238], [-1.2990, -1.8066, 3.0788], [5.5682, -0.8601, -4.3001], [-0.2745, -1.0515, -1.5325], [1.8196, -2.3278, -1.4699], [-1.7392, -2.2917, 7.6598], [4.2319, -2.8337, -4.9453], [1.4455, 4.3471, 0.5110], [-1.8769, -2.1898, 1.8514], [-3.6895, -3.7003, 5.2589], [3.9076, 3.9203, -1.7451], [3.9514, -0.0648, 4.9160], [0.5708, 2.1790, -0.6506], [4.7306, -1.7800, 3.8964], [-3.4016, -3.2999, -1.8111], [1.5412, -2.2157, 1.7866], [-2.9753, -2.9250, -0.5486], [2.3759, 4.2893, 0.2274], [5.0267, 0.3916, -2.2766], [-2.0439, 1.5438, 2.5103], [4.4540, -2.3793, 0.5851], [4.7377, -1.1773, -3.6846], [-1.1539, 4.5294, 2.1527], [-1.0522, 3.5891, 0.9665], [-0.7440, -1.4964, 5.4308], [-4.2735, -3.9309, -1.9102], [3.0279, 2.0788, -2.3578], [-1.3385, -1.6841, 0.8334], [-2.3133, 2.1938, 1.0760], [1.0303, 2.0725, 1.7536], [-1.8555, -2.1067, -0.4342], [2.6351, -1.9855, -2.0876], [0.8438, -3.6087, 0.5462], [-1.5446, 4.3157, -0.2595], [4.7926, 5.6616, -0.8489], [4.2944, 2.6996, 0.7152], [-2.5806, 4.3277, -0.2122], [4.4871, 4.6349, -0.7012], [-1.9928, -2.5539, 9.7632], [-0.7552, 4.0265, 3.0336], [5.1368, 4.5685, 1.3419], [4.0724, -0.5628, 3.9647], [-0.8808, -1.6415, 7.7655], [-3.4675, -3.6409, 8.6436], [-2.2205, -2.6185, 6.3924], [-2.7238, -2.8709, -2.9457], [-3.0732, -3.1680, -3.9240], [-0.5656, 5.4353, 1.9965], [1.2770, -2.2839, 0.8557], [2.3416, -3.5527, -3.5146], [-3.6188, 2.8493, 0.9316], [0.1401, -0.8231, 3.3052], [3.7006, 1.9764, -0.3156], [-1.0665, -1.7252, -3.6996], [-1.1629, -1.6863, -1.5636], [-3.4979, -3.2505, 0.3381]],
  "lowdin_charge": [0.106, -0.002, -0.084, -0.068, -0.061, 0.062, 0.086, -0.381, 0.113, 0.095, -0.082, 0.099, 0.085, -0.333, -0.150, -0.068, 1.083, -0.080, -0.110, 0.074, 0.097, -0.108, -0.299, -0.070, 0.103, 0.302, -0.129, 0.110, 0.168, 0.109, 1.276, -0.026, 0.160, 0.110, -0.743, 0.110, 0.087, 0.054, -0.032, 0.110, -0.079, 0.085, 0.102, -0.073, 0.111, -0.364, -0.065, -0.058, 0.018, -0.003, 0.051, 0.099, -0.148, 0.105, -0.070, -0.063, -0.502, 0.073, 0.111, 0.109, -0.120, 0.313, -0.391, -0.264, -0.115, -0.098, 0.184, 0.113, -0.099, 0.150, -0.086, 0.106, 0.097, 0.115, -0.070, 0.110, -0.091, -0.234, -0.067, 0.109, 0.089, -0.288, 0.109, -0.252, 0.632, -0.324, 0.112, -0.064, 0.113]
}